46
Properties=species:S:1:pos:R:3:forces:R:3:nbo_charge:R:1 method="wB97M-V/def2-TZVPD" charge=-2
Rh 0.55211 0.24469 -0.27723 -0.04 0.08 -0.05 1.33
Cl 4.23400 0.57089 5.33157 0.00 0.00 0.00 -0.01
C 3.72669 0.34099 3.68893 0.00 0.00 0.00 -0.10
C 4.61775 -0.13067 2.74243 0.00 0.00 0.00 -0.11
Cl 6.25516 -0.50140 3.17965 0.00 0.00 0.00 -0.01
C 4.19077 -0.31304 1.42040 0.00 0.00 0.00 -0.12
Cl 5.27482 -0.89761 0.20065 0.00 0.00 0.00 -0.01
C 2.88746 -0.02974 1.04587 -0.02 -0.01 -0.01 0.24
O 2.45375 -0.18216 -0.19933 0.00 -0.02 0.01 -0.63
C 1.97014 0.44689 2.01597 0.00 -0.02 -0.02 0.33
O 0.73375 0.69789 1.63021 0.00 -0.01 0.00 -0.65
C 2.40599 0.62937 3.32158 0.00 0.00 0.00 -0.15
Cl 1.26351 1.22447 4.47654 0.00 0.00 0.00 0.00
F -1.46114 2.43895 -2.64061 -0.03 0.00 0.01 -0.30
C -2.60418 1.80391 -2.41888 0.05 0.00 -0.03 0.71
F -3.61803 2.60090 -2.77735 0.00 0.00 -0.01 -0.32
F -2.64660 0.70923 -3.18005 -0.01 0.02 0.03 -0.31
S -2.74125 1.37132 -0.63068 0.00 0.01 -0.07 2.30
O -1.56790 0.56415 -0.38126 0.05 -0.02 0.12 -0.95
O -2.87514 2.62105 0.04070 -0.01 -0.02 -0.01 -0.90
N -4.07392 0.55069 -0.56055 -0.01 0.02 0.04 -1.23
S -4.21586 -1.01780 -0.67712 -0.01 0.03 -0.09 2.27
O -3.15497 -1.69598 -1.36873 0.02 -0.02 0.01 -0.96
O -5.57068 -1.33483 -1.02073 0.01 -0.01 0.04 -0.94
C -4.04146 -1.57254 1.07334 -0.03 0.03 0.01 0.71
F -4.14311 -2.90769 1.11952 0.01 0.00 0.00 -0.32
F -5.01522 -1.05750 1.83385 0.01 -0.02 -0.01 -0.32
F -2.87229 -1.21193 1.57917 -0.01 -0.03 0.00 -0.30
O 0.96795 2.15140 -0.77827 0.00 0.00 0.01 -0.47
N 1.90489 2.72278 -0.12404 -0.02 0.00 0.00 0.08
C 2.21121 3.92761 -0.53524 0.06 0.03 -0.01 -0.19
C 3.24619 4.63415 0.15310 -0.01 0.00 -0.01 0.30
N 4.06995 5.25137 0.66828 0.00 0.00 0.00 -0.36
C 1.57733 4.57103 -1.64987 -0.12 -0.05 0.05 0.28
N 1.06774 5.10192 -2.53432 0.06 0.03 -0.03 -0.35
O -0.38193 -3.33561 1.30987 -0.01 0.01 0.01 -0.59
C -0.35998 -2.97874 0.15820 0.01 0.01 0.00 0.70
C -0.77807 -3.85241 -1.03560 0.02 -0.01 0.00 -0.51
C -0.52933 -2.99347 -2.27630 -0.01 0.02 -0.01 -0.51
C -0.04514 -1.71400 -1.65788 -0.01 0.01 -0.02 0.69
O 0.26603 -0.63692 -2.21815 0.00 -0.03 -0.02 -0.62
N 0.04136 -1.75303 -0.32986 0.03 -0.03 0.03 -0.62
H -1.82942 -4.10487 -0.90836 -0.01 0.00 0.00 0.24
H -0.19540 -4.77311 -1.01250 -0.01 0.00 0.00 0.22
H -1.43153 -2.78962 -2.85093 0.02 0.00 0.00 0.25
H 0.23400 -3.39096 -2.94600 0.01 0.00 0.00 0.22

---

30
Properties=species:S:1:pos:R:3:forces:R:3:nbo_charge:R:1 method="wB97M-V/def2-TZVPD" charge=0 smiles=O.O.O.O.O.O.O.O.O.O
O -0.61820 -1.99901 -0.37745 0.28 0.38 -0.53 -0.93
H -0.15664 -1.57588 -1.11019 0.24 -0.08 0.10 0.47
H -0.55249 -1.36020 0.34130 0.43 0.14 -0.30 0.46
O -0.98432 2.66359 1.67521 -0.45 0.40 0.55 -0.95
H -1.83866 2.73252 1.23437 0.15 0.06 0.06 0.47
H -0.57722 3.52572 1.53378 0.03 -0.12 -0.05 0.48
O -1.17552 2.51287 -1.24708 -0.38 -0.03 -0.14 -0.92
H -1.23709 1.55102 -1.25454 -0.05 0.25 -0.41 0.45
H -2.07812 2.80693 -1.41389 0.01 0.05 -0.19 0.47
O 4.02268 -0.44631 2.09886 0.14 0.51 -0.26 -0.94
H 3.57325 -1.12235 1.57928 0.02 0.19 0.23 0.47
H 3.47105 0.33682 1.99210 0.14 -0.09 -0.08 0.46
O 0.24529 1.08657 -4.17643 -0.23 -0.01 0.10 -0.93
H 0.15437 0.72347 -3.28824 0.19 0.08 -0.12 0.46
H -0.07228 1.99276 -4.09295 0.10 -0.04 0.02 0.47
O 0.32415 0.83208 0.37756 0.13 -1.15 -0.14 -0.95
H -0.60105 0.82953 0.10742 0.35 0.33 0.56 0.45
H 0.28737 0.87180 1.33988 -0.15 0.27 -0.02 0.50
O 2.78972 1.48034 -0.59968 0.32 0.25 0.27 -0.95
H 1.97155 1.72066 -0.15042 -0.24 -0.19 -0.19 0.48
H 3.46851 1.98325 -0.13566 0.11 -0.07 -0.22 0.46
O -2.41318 -2.69658 1.19826 -0.49 0.16 0.83 -0.91
H -1.48989 -2.52873 1.41816 -0.32 -0.43 -0.01 0.46
H -2.73787 -1.84528 0.88384 0.01 -0.28 -0.08 0.45
O 2.95364 -2.72782 2.92860 -0.18 -0.49 -0.22 -0.93
H 3.88466 -2.97678 2.91380 -0.02 0.09 0.13 0.47
H 2.61145 -3.04960 2.08697 -0.10 -0.22 0.13 0.46
O -4.38001 -2.14260 -2.09355 -0.01 0.30 0.08 -0.92
H -4.78906 -1.84907 -1.27165 -0.01 -0.17 -0.05 0.46
H -4.05610 -1.32972 -2.49766 -0.02 -0.14 -0.06 0.46

---

6
Properties=species:S:1:pos:R:3:forces:R:3:nbo_charge:R:1 method="wB97M-V/def2-TZVPD" charge=0 smiles="O=C=S.C#N"
O 1.32809 -2.06922 0.40829 -0.55 -0.77 1.30 -0.48
C 1.01554 -2.39025 1.49065 1.03 1.16 -2.62 0.41
S 0.66141 -2.69877 2.94429 -0.44 -0.52 1.31 0.07
C -0.14111 0.53736 0.61018 0.19 0.55 1.40 0.08
N 0.21317 0.63214 1.70559 -0.34 -0.21 -1.27 -0.31
H -0.54117 0.57145 -0.37725 0.11 -0.20 -0.11 0.23

---

Ordered HOMO results: -2.6, -10.7, -10.7; unit eV.
Ordered energy relative to the best compared isomer or geometry (same formula, charge and spin) results: 0.00, 442.68, 5.55; unit kJ/mol.